Here is C3H11N3 in the gas phase at a distorted geometry from the OMol25 dataset. Energies are from the ωB97M-V functional and the def2-TZVPD basis.

The geometry in XYZ format:
```
17
Properties=species:S:1:pos:R:3:forces:R:3:lowdin_charge:R:1
C -0.83902 -1.00176 -0.76042 0.641 0.427 0.131 -0.10
N -0.62782 -0.16963 0.48253 -0.987 -1.267 -1.581 -0.32
C -1.75193 0.71968 0.70111 -1.382 -2.331 2.548 -0.13
N 0.56772 0.54419 0.42720 3.727 -2.205 0.543 -0.21
C 1.77106 -0.59932 0.69360 -1.487 1.087 -0.989 -0.02
N 0.70601 1.29930 -0.76050 1.121 1.282 -1.550 -0.01
H -1.53134 -1.86872 -0.67283 0.595 0.654 0.478 0.09
H -1.14459 -0.43694 -1.65601 -0.252 0.285 0.411 0.07
H 0.18121 -1.30161 -1.00095 -0.322 -0.732 -0.140 0.04
H -1.56509 1.16221 1.78110 -0.729 -0.202 -2.541 0.11
H -1.91494 1.35127 -0.17248 -0.103 0.631 0.446 0.05
H -2.67609 -0.06135 0.78778 1.868 2.121 -0.124 0.12
H 2.76071 -0.23505 0.69954 0.892 1.727 0.055 0.03
H 1.65382 -1.06234 1.63503 -0.853 0.039 1.279 0.04
H 1.96161 -1.47437 0.05393 -1.249 0.343 -0.813 0.06
H 1.24581 0.91948 -1.55717 -0.634 -0.843 0.723 0.08
H 1.20286 2.21497 -0.68145 -0.846 -1.018 1.122 0.09
```
Positions in Å, forces in eV/Å.

Summary:
total charge: 0
LUMO level: 1.04 eV
calculated total energy: -7755.8017 eV
largest force on an atom: 0.085 hartree/bohr
highest occupied orbital energy: -8.72 eV
orbital gap: 9.8 eV
ΔE to the lowest compared entry with this formula, charge and spin: 98.75 kcal/mol

Here is a molecular structure, C11H17GeNO2Re from the OMol25 dataset. Energies are from the ωB97M-V functional and the def2-TZVPD basis.

The geometry in XYZ format:
```
33
Properties=species:S:1:pos:R:3:forces:R:3:lowdin_spin:R:1
Re 0.27837 -0.19268 -0.24912 0.015 -0.076 -0.035 1.17
O 0.45336 -0.67676 -4.45742 0.029 0.057 -0.088 -0.06
C 0.24296 -0.76159 -3.28277 -0.052 -0.355 0.043 -0.03
O 0.29396 0.34074 -2.46036 -0.042 0.215 0.128 0.03
C -0.04785 -2.00259 -2.54633 0.052 0.224 -0.259 -0.07
C -0.31351 -3.18655 -3.21974 -0.029 -0.104 0.022 0.00
C -0.66349 -4.31315 -2.50995 0.023 0.025 -0.199 -0.07
C -0.74548 -4.20640 -1.11827 0.022 0.113 0.231 -0.01
C -0.43576 -3.02638 -0.49487 -0.075 -0.208 0.032 -0.03
N -0.05400 -1.91259 -1.18312 0.059 0.162 0.238 -0.03
H -0.24647 -3.17453 -4.29884 0.000 0.002 0.001 0.00
H -0.87483 -5.24704 -3.01027 -0.001 0.002 -0.001 0.00
H -1.03254 -5.05269 -0.50974 0.000 0.004 0.004 0.00
H -0.44360 -2.92122 0.58101 -0.011 -0.017 0.009 0.00
C -1.37201 2.71602 1.94660 0.006 0.004 0.007 0.00
Ge 0.43769 1.98379 2.04834 -0.025 0.003 0.020 0.01
C 1.56668 2.81943 0.67010 -0.010 -0.035 -0.019 0.02
C 1.22166 2.36241 3.80053 0.006 0.002 -0.009 0.00
C 0.37087 0.01228 1.78891 -0.010 -0.034 -0.063 0.03
H -1.37145 3.78791 2.14839 0.004 -0.002 -0.003 0.00
H -2.02060 2.22989 2.67623 0.000 0.001 0.000 0.00
H -1.79171 2.54822 0.95443 -0.002 -0.002 -0.001 0.00
H 1.64235 3.89320 0.85012 -0.011 -0.002 0.001 0.00
H 1.15826 2.67978 -0.33446 0.008 0.009 -0.012 0.01
H 2.57348 2.40022 0.68777 -0.002 0.000 -0.002 0.00
H 1.25180 3.43746 3.98287 -0.001 -0.001 -0.004 0.00
H 2.23907 1.97444 3.85473 -0.001 -0.001 0.000 0.00
H 0.63274 1.89390 4.58920 -0.001 0.001 -0.001 0.00
H -0.42360 -0.35314 2.44461 0.000 0.001 -0.012 0.01
H 1.33595 -0.39328 2.14387 -0.003 0.000 -0.016 0.01
C -0.94891 0.61591 -1.65238 0.021 0.003 -0.047 0.00
H -1.13381 1.68351 -1.76004 0.010 0.001 0.013 0.00
H -1.77958 0.04150 -2.08005 0.019 0.010 0.021 0.00
```
Positions in Å, forces in eV/Å.

Summary:
total charge: 0
LUMO level (alpha / beta): -0.21 / -0.51 eV
calculated total energy: -75909.5417 eV
⟨S²⟩: 0.976
2S+1: 2
largest force on an atom: 0.007 hartree/bohr
highest occupied orbital energy (alpha / beta): -7.47 / -6.35 eV
orbital gap (alpha / beta): 7.3 / 5.8 eV
ΔE to the lowest compared entry with this formula, charge and spin: 20.81 kcal/mol